Record 1
Density functional theory data (the ωB97M-V functional and the def2-TZVPD basis) for a single C3H7PS2 molecule at a distorted geometry.

Values from the calculation:
Energy   -34180.1984 eV
Kohn-Sham gap (spin up / spin down)   7.37 / 7.57 eV
Highest occupied orbital energy (spin up / spin down)   -7.804 / -7.722 eV
Energy above the lowest of the compared OMol25 structures with the same formula, charge and spin   63.38 kcal per mole

Last column: natural (NBO) charge in e.
Geometry (Å):
C (3.679, -0.294, 0.007)  -0.670
C (0.762, 0.031, -0.077)  -0.831
C (-3.021, -0.228, -0.296)  -0.770
P (-0.418, 1.392, -0.212)  0.493
S (2.282, 0.424, 0.720)  0.516
S (-1.980, 0.593, 0.924)  -0.073
H (3.318, -0.930, -0.778)  0.207
H (4.475, -0.447, 0.713)  0.220
H (0.537, -1.036, -0.535)  0.242
H (-2.543, -1.013, -0.911)  0.224
H (-3.587, 0.565, -0.795)  0.232
H (-3.610, -0.966, 0.298)  0.239
H (0.105, 1.910, 0.943)  -0.029

***

Record 2
Density functional theory data (the ωB97M-V functional and the def2-TZVPD basis) for a single C3H7PSi molecule at a distorted geometry.

Values from the calculation:
Energy   -20387.3177 eV
Kohn-Sham gap   9.61 eV
Highest occupied orbital energy   -8.863 eV
Energy above the lowest of the compared OMol25 structures with the same formula, charge and spin   10.06 kcal per mole

Last column: natural (NBO) charge in e.
Geometry (Å):
C (-2.305, 0.632, -1.563)  -0.680
C (-1.024, 0.503, -0.861)  0.052
C (-0.009, 0.456, -0.173)  -0.427
P (1.501, 1.061, 0.552)  0.186
Si (1.799, -0.906, 1.653)  0.528
H (-2.673, -0.326, -1.171)  0.250
H (-2.859, 1.445, -1.223)  0.235
H (-2.303, 0.673, -2.616)  0.238
H (2.394, 0.312, -0.534)  0.011
H (1.427, -1.877, 0.506)  -0.112
H (3.036, -0.964, 2.462)  -0.140
H (1.016, -1.008, 2.968)  -0.141

***

> Number 2 is which compound?

C3H7PSi

***

> The highest energy above the lowest of the compared OMol25 structures with the same formula, charge and spin belongs to which entry?

C3H7PS2

***

Copy entry 2 word for word.
Density functional theory data (the ωB97M-V functional and the def2-TZVPD basis) for a single C3H7PSi molecule at a distorted geometry.

Values from the calculation:
Energy   -20387.3177 eV
Kohn-Sham gap   9.61 eV
Highest occupied orbital energy   -8.863 eV
Energy above the lowest of the compared OMol25 structures with the same formula, charge and spin   10.06 kcal per mole

Last column: natural (NBO) charge in e.
Geometry (Å):
C (-2.305, 0.632, -1.563)  -0.680
C (-1.024, 0.503, -0.861)  0.052
C (-0.009, 0.456, -0.173)  -0.427
P (1.501, 1.061, 0.552)  0.186
Si (1.799, -0.906, 1.653)  0.528
H (-2.673, -0.326, -1.171)  0.250
H (-2.859, 1.445, -1.223)  0.235
H (-2.303, 0.673, -2.616)  0.238
H (2.394, 0.312, -0.534)  0.011
H (1.427, -1.877, 0.506)  -0.112
H (3.036, -0.964, 2.462)  -0.140
H (1.016, -1.008, 2.968)  -0.141

***

> energy of number 1 (C3H7PS2)?

-34180.1984 eV